{
  "formula": "C27H25MnN8O7S",
  "method": "ωB97M-V/def2-TZVPD",
  "homo_ev": [-12.50, -12.50],
  "e_above_lowest_kj_mol": 61.9,
  "e_tot_ha": -3557.38706,
  "spin_multiplicity": 5,
  "s2": 6.0981,
  "total_charge": 2,
  "symbols": ["N", "C", "C", "H", "H", "H", "C", "C", "O", "C", "H", "H", "C", "H", "O", "C", "H", "C", "C", "H", "C", "C", "C", "H", "H", "C", "C", "O", "H", "H", "N", "C", "H", "H", "H", "H", "N", "O", "C", "C", "O", "H", "C", "H", "N", "N", "Mn", "C", "H", "C", "O", "S", "H", "H", "C", "H", "C", "N", "C", "N", "H", "C", "C", "O", "H", "C", "N", "H", "C"],
  "positions_angstrom": [[-1.380362, -3.587037, 2.118393], [-1.570167, -3.765763, 0.685362], [7.300553, -1.418210, -1.795816], [8.034191, -1.656941, -1.031515], [5.824480, 2.423665, -1.817312], [-0.460122, -3.347073, -5.392082], [-2.604882, 4.308708, 2.436556], [-1.488799, -2.329749, 0.222694], [1.136730, 1.528047, -0.632587], [0.948922, 0.877397, 2.511485], [-0.774042, -4.359446, 0.232663], [-1.822569, -4.323144, 4.038885], [3.908581, 1.554927, -1.277703], [3.376250, 2.495687, -1.253537], [6.019008, -1.946757, -1.418501], [1.806746, 0.470740, -0.678241], [-4.545172, 4.476555, 0.379030], [5.865601, 0.289820, -1.610006], [-0.882622, 2.162980, 1.985919], [-1.242236, -2.136648, -6.415336], [-3.853477, 3.657023, 0.292142], [3.215271, 0.383596, -0.996840], [-1.056430, -2.438852, -5.387736], [0.516984, -0.971905, -4.916278], [-2.072974, -5.451934, 2.723424], [5.175869, -0.882599, -1.330884], [-2.361668, -2.599176, -4.574079], [-1.589509, -1.890921, -0.920062], [-0.897866, -0.802637, 3.687835], [-3.248065, -2.462485, -5.187563], [-3.481357, 5.470214, 2.777803], [-3.034113, 1.742336, -0.871475], [3.311166, -1.790846, -0.806662], [2.077055, 1.427032, 4.260620], [-2.532369, -4.220895, 0.448441], [-0.420455, -5.093614, 3.254745], [-2.067607, 1.557738, 0.016690], [-4.434560, 5.685544, 2.059344], [0.395611, 2.716023, 3.930808], [-1.184322, -2.289884, 2.358372], [7.154148, 0.012225, -1.881552], [-0.946214, -2.382607, 4.389622], [1.220525, 1.658684, 3.642766], [-4.713225, 2.902361, -1.511904], [-0.363188, -1.378609, -4.647147], [-0.959859, -1.799049, 3.571939], [-0.552422, 0.212663, -0.241446], [-3.947055, 2.783443, -0.758897], [7.586237, -1.807142, -2.769230], [5.266100, 1.525288, -1.593844], [-3.212318, 6.084902, 3.778600], [-0.564559, 0.492061, -2.756720], [1.586830, 0.042601, 2.239201], [-1.474736, 4.733047, 4.145893], [-1.412028, -4.671345, 3.091735], [-3.065368, 1.054439, -1.701529], [-1.964092, 2.412266, 1.072501], [-0.077286, 1.115572, 1.718940], [3.851393, -0.879642, -1.021252], [-2.247032, -1.516600, -3.589909], [-2.422318, -3.566750, -4.079857], [-1.596217, 4.081352, 3.291888], [-2.839173, 3.484243, 1.263943], [1.129999, -0.635784, -0.400517], [0.575282, 3.345278, 4.794361], [-1.088200, -0.880609, -3.655132], [-1.241168, -1.505474, 1.259192], [-2.898141, -1.368461, -2.842018], [-0.693188, 2.990129, 3.083379]],
  "atomic_forces_ev_per_a": [[-0.1, -0.1, 0.0], [0.0, 0.0, 0.1], [-0.2, 0.2, 0.1], [0.1, 0.0, 0.1], [0.0, 0.0, 0.0], [0.0, 0.0, 0.0], [-0.1, 0.1, -0.2], [0.0, 0.1, 0.0], [0.3, 0.0, -0.2], [0.1, 0.0, 0.0], [0.0, 0.0, 0.0], [0.0, 0.0, 0.0], [0.1, 0.1, 0.0], [0.0, 0.0, 0.0], [0.1, 0.1, 0.0], [-0.4, -0.1, 0.1], [0.0, 0.0, 0.0], [0.2, 0.2, -0.1], [-0.1, -0.1, -0.1], [0.0, 0.1, 0.0], [0.0, 0.1, 0.1], [0.1, -0.2, 0.0], [0.0, 0.1, 0.1], [0.0, 0.0, 0.0], [0.0, 0.0, 0.0], [0.0, -0.3, 0.0], [0.1, 0.1, 0.0], [0.0, 0.0, 0.0], [0.0, 0.0, 0.0], [0.0, 0.0, 0.0], [-0.3, -0.3, 0.1], [0.0, 0.0, 0.1], [0.0, 0.0, 0.0], [0.0, 0.0, 0.0], [0.0, 0.0, 0.0], [0.0, 0.0, 0.0], [-0.1, 0.0, -0.2], [0.1, 0.1, 0.0], [0.0, 0.1, 0.1], [0.0, 0.0, 0.0], [0.0, -0.2, 0.0], [0.0, 0.0, 0.0], [0.0, 0.0, 0.0], [0.0, 0.0, 0.0], [0.1, 0.0, -0.1], [0.0, 0.1, 0.0], [0.4, -0.3, -0.1], [0.0, 0.0, 0.0], [0.0, 0.0, -0.1], [-0.1, 0.2, 0.0], [0.1, 0.1, 0.0], [0.0, 0.0, 0.2], [0.0, 0.0, 0.0], [0.0, 0.0, 0.0], [0.0, 0.1, -0.1], [0.0, 0.0, 0.0], [0.1, -0.2, -0.1], [-0.1, 0.0, -0.2], [-0.2, 0.0, 0.0], [-0.2, 0.0, -0.1], [0.0, 0.0, 0.0], [0.2, -0.1, 0.1], [-0.2, 0.2, 0.0], [0.0, 0.3, 0.1], [0.0, 0.0, 0.0], [-0.1, 0.0, 0.0], [0.0, -0.2, 0.2], [0.0, -0.1, 0.1], [0.1, 0.2, 0.2]]
}